C23H41BFNO10S | wB97M-V/def2-TZVPD

XYZ file:
```
78
Properties=species:S:1:pos:R:3:forces:R:3
S -0.2814 0.4531 -0.3196 -0.048 -0.315 -2.522
F 1.5870 1.9095 -1.6550 -2.904 -0.145 0.536
O -2.2724 3.4655 3.7811 0.054 -1.194 -1.421
O -0.1700 4.5834 4.1912 -0.023 -0.167 0.618
O 0.8246 5.9739 5.6731 -0.996 -1.620 -0.287
O -1.6547 0.9588 0.5784 -4.294 -0.606 -15.487
O -4.8819 -1.7569 -2.2288 -1.838 0.664 0.797
O -0.1478 4.0726 7.5998 -0.179 -0.002 -1.937
O -0.9504 0.8929 1.9064 4.540 -0.198 16.692
O -0.2718 2.2464 3.5875 -0.255 -0.087 -1.481
O -3.3982 2.3843 2.1432 1.615 0.546 1.293
O -0.9646 3.0293 5.7658 0.382 0.499 -0.204
N -5.3720 -0.2145 0.8298 0.269 -0.472 -1.846
C 2.9469 -2.6516 -2.7560 -0.857 0.138 0.778
C -0.0897 3.1384 -3.7907 0.893 -0.423 1.276
C 0.0969 1.8843 -1.4683 1.228 1.106 -1.148
C 5.3812 0.4129 -0.0543 0.285 0.000 0.576
C 0.1837 4.9649 5.4264 2.122 3.848 -2.030
C -0.5676 1.7670 -2.9653 -0.491 1.248 -0.160
C -6.2602 -0.7766 -0.2775 -0.429 -0.342 0.422
C -2.7387 -0.0425 0.5116 -3.217 -1.937 -0.198
C -6.8705 -3.1234 -1.5180 0.401 -0.195 0.539
C 5.3186 0.5353 -1.6877 -0.010 0.203 -0.095
C 3.4741 -1.1043 -2.6403 0.307 -0.001 -1.054
C 2.3641 -1.8274 1.8193 -0.418 0.048 0.065
C -2.3909 2.5461 2.8128 -3.621 1.916 1.106
C 3.6267 -3.7023 -1.6978 -0.010 -0.307 -0.325
C 2.2304 -2.8335 0.5284 0.511 -0.943 0.329
C -4.2416 0.6287 0.2824 0.464 1.385 -0.274
C 1.2203 0.3500 0.8451 0.678 0.782 0.839
C 5.0935 -0.9300 -2.4574 -0.074 1.558 0.386
C -0.3029 4.0133 6.3908 -0.995 -2.277 4.155
C -1.1657 1.7997 2.6943 3.089 -1.005 1.672
C 1.0560 -0.8113 2.0051 1.413 0.093 0.151
C 3.7152 -3.1737 -0.1488 0.030 -0.913 0.680
C -5.6484 -2.1253 -0.9931 -1.712 -0.474 -1.284
B -0.9199 3.3312 4.3315 0.228 0.725 0.756
H -7.6189 -3.3173 -0.6245 1.531 0.198 -1.874
H 4.3137 0.3599 0.4701 2.249 -0.058 -1.288
H 5.6186 -0.8430 -3.5083 -1.062 -0.439 2.120
H -0.2315 4.0625 -3.0518 0.069 -1.876 -1.874
H 1.1617 -0.2723 3.0544 -0.410 -1.114 -2.295
H 4.1328 -4.0913 0.4908 -0.752 1.997 -1.393
H 2.9713 -4.6995 -1.7163 1.408 2.150 0.079
H 3.0509 -3.0614 -3.8546 -0.091 0.851 2.224
H 0.0266 -1.3739 1.9792 2.152 1.065 -0.127
H 2.1430 0.0981 0.1429 -2.279 0.467 1.005
H -0.6627 3.2673 -4.8047 1.174 -0.265 2.140
H 4.4366 1.2594 -2.0126 1.820 -1.463 0.719
H -2.8035 -0.5921 1.5625 0.693 1.404 -1.871
H 1.4574 -2.4935 -0.2838 1.510 -0.304 1.563
H 4.7003 -4.0129 -2.1012 -2.188 0.726 1.022
H -4.9552 -2.7743 -0.2978 -1.187 1.647 -1.363
H -6.4501 0.0624 -1.1012 0.594 -1.808 1.777
H -1.7512 1.8129 -2.8888 2.534 -0.330 0.106
H 3.3669 -1.1902 1.7305 -2.256 -1.260 0.228
H -7.4750 -2.6585 -2.4057 1.202 -0.674 1.689
H -6.3856 -4.1395 -1.9039 -1.152 2.210 0.918
H -2.5734 -0.8863 -0.2884 -0.019 1.856 1.425
H 2.9213 -0.4573 -1.8189 1.074 -1.642 -1.476
H 2.4437 -2.4723 2.7941 -0.061 1.246 -1.861
H -4.4048 0.8107 -0.8730 0.397 -0.504 2.308
H 6.3086 1.0438 -2.0508 -1.796 -1.069 0.684
H 1.7833 -2.6262 -2.4991 2.367 -0.085 -0.749
H 4.5021 -2.3025 0.0258 -1.911 -1.658 -0.615
H -4.2861 1.6677 0.8677 0.231 -2.844 -2.040
H -5.5471 -1.2455 -2.8011 1.452 -1.169 1.283
H -0.2427 0.8218 -3.5741 -0.518 1.672 1.578
H 1.0831 3.0299 -3.9366 -2.591 0.345 -0.020
H 5.6143 -1.7473 -1.8018 -1.125 1.398 -1.427
H -5.0472 -0.9688 1.4735 -0.372 0.839 -0.890
H -7.3358 -0.9729 0.2016 2.393 0.100 -1.042
H 1.8328 -3.8727 0.9519 0.650 2.246 -1.038
H -0.1817 2.8770 -0.8997 0.530 -1.960 -1.225
H 5.9271 1.3375 0.4673 -1.188 -1.945 -1.378
H 6.0117 -0.5546 0.2461 -1.444 2.074 -0.603
H 3.2000 -0.5825 -3.6787 0.515 -0.990 2.288
H 1.3868 1.4292 1.2740 -0.282 -2.167 -0.624
```
Forces are in eV/Å.

Output
E = -2230.575573 a.u.
charge = 0
orbital gap = 6.412 eV

Population analysis type Mulliken, resulting atomic charges in e: atom 1 (S): 0.2376, atom 2 (F): -0.3392, atom 3 (O): -0.5408, atom 4 (O): -0.5304, atom 5 (O): -0.6034, atom 6 (O): -0.1526, atom 7 (O): -0.5196, atom 8 (O): -0.5969, atom 9 (O): 0.0256, atom 10 (O): -0.6682, atom 11 (O): -0.6083, atom 12 (O): -0.5236, atom 13 (N): -0.3294, atom 14 (C): -0.6183, atom 15 (C): -0.9325, atom 16 (C): 0.1350, atom 17 (C): -0.5158, atom 18 (C): 0.5879, atom 19 (C): -0.3151, atom 20 (C): -0.5995, atom 21 (C): -0.6812, atom 22 (C): -1.1010, atom 23 (C): -0.3058, atom 24 (C): 0.3777, atom 25 (C): -0.8213, atom 26 (C): 0.1583, atom 27 (C): -0.7752, atom 28 (C): -0.2856, atom 29 (C): -0.1642, atom 30 (C): 0.4618, atom 31 (C): -0.5781, atom 32 (C): 0.5979, atom 33 (C): 0.5465, atom 34 (C): -0.2950, atom 35 (C): -0.1386, atom 36 (C): 0.2364, atom 37 (B): 1.2315, atom 38 (H): 0.3120, atom 39 (H): -0.1142, atom 40 (H): 0.3165, atom 41 (H): 0.2772, atom 42 (H): 0.1960, atom 43 (H): 0.4355, atom 44 (H): 0.3275, atom 45 (H): 0.3642, atom 46 (H): 0.1947, atom 47 (H): -0.7987, atom 48 (H): 0.3384, atom 49 (H): 0.0971, atom 50 (H): 0.1783, atom 51 (H): 0.0058, atom 52 (H): 0.2839, atom 53 (H): 0.2221, atom 54 (H): 0.2677, atom 55 (H): 0.2629, atom 56 (H): 0.2593, atom 57 (H): 0.2779, atom 58 (H): 0.2908, atom 59 (H): 0.3777, atom 60 (H): -0.6297, atom 61 (H): 0.4449, atom 62 (H): 0.1785, atom 63 (H): 0.3550, atom 64 (H): 0.1583, atom 65 (H): -0.2149, atom 66 (H): 0.3521, atom 67 (H): 0.3752, atom 68 (H): 0.2997, atom 69 (H): 0.2395, atom 70 (H): 0.2416, atom 71 (H): 0.2616, atom 72 (H): 0.2923, atom 73 (H): 0.3832, atom 74 (H): 0.3480, atom 75 (H): 0.3648, atom 76 (H): 0.2460, atom 77 (H): 0.3666, atom 78 (H): 0.5082